Entry 1:
{"formula": "C36H37NP2Pd", "method": "ωB97M-V/def2-TZVPD", "elements": ["Pd", "C", "C", "C", "C", "C", "C", "C", "C", "C", "H", "H", "H", "H", "H", "H", "H", "H", "H", "H", "H", "H", "H", "H", "H", "P", "P", "C", "C", "C", "C", "C", "C", "C", "C", "C", "C", "C", "C", "C", "C", "C", "C", "C", "C", "C", "C", "C", "C", "C", "C", "C", "C", "H", "H", "H", "H", "H", "H", "H", "H", "H", "H", "H", "H", "H", "H", "H", "H", "H", "H", "H", "H", "H", "H", "N", "C"], "xyz": [[-1.347, 1.238, -0.974], [-2.419, 1.076, -2.704], [-1.934, -0.210, -2.377], [-0.868, -0.887, -3.200], [0.445, -0.102, -3.262], [0.533, 0.905, -2.133], [0.157, 2.240, -2.219], [-0.650, 2.807, -3.349], [-1.822, 1.891, -3.797], [1.841, -0.360, 3.006], [-3.414, 1.332, -2.319], [-2.637, -0.886, -1.856], [-1.273, -0.987, -4.217], [-0.637, -1.886, -2.803], [1.293, -0.814, -3.251], [0.562, 0.394, -4.236], [1.372, 0.662, -1.476], [0.876, 2.945, -1.787], [-0.052, 3.066, -4.242], [-1.064, 3.764, -2.985], [-2.629, 2.530, -4.154], [-1.527, 1.241, -4.625], [1.312, 0.591, 3.098], [2.583, -0.473, 3.813], [1.065, -1.115, 3.118], [-1.108, -1.188, 0.136], [2.651, -0.549, 1.395], [0.436, -1.979, 0.080], [1.727, -1.463, 0.152], [-2.405, -2.305, 0.650], [-2.946, -3.403, -0.071], [-3.660, -4.373, 0.632], [-3.911, -4.235, 1.999], [-3.549, -3.045, 2.645], [-2.814, -2.067, 1.987], [-3.474, 1.629, 0.072], [-3.734, 2.923, 0.506], [-5.068, 3.443, 0.435], [-6.126, 2.525, 0.291], [-5.841, 1.152, 0.209], [-4.498, 0.693, 0.149], [4.157, -1.481, 1.772], [3.928, -2.776, 2.263], [4.996, -3.518, 2.753], [6.291, -2.998, 2.721], [6.519, -1.767, 2.099], [5.460, -0.977, 1.638], [3.056, 1.092, 0.697], [2.557, 2.291, 1.245], [2.999, 3.514, 0.727], [3.814, 3.570, -0.405], [4.202, 2.378, -1.014], [3.848, 1.148, -0.466], [0.289, -3.046, -0.137], [2.395, -1.865, -0.625], [-2.777, -3.492, -1.147], [-4.024, -5.256, 0.107], [-4.405, -5.037, 2.554], [-3.831, -2.891, 3.681], [-2.488, -1.144, 2.477], [-2.931, 3.560, 0.886], [-5.256, 4.531, 0.494], [-7.163, 2.891, 0.274], [-6.666, 0.432, 0.252], [-4.299, -0.379, 0.206], [2.913, -3.176, 2.284], [4.808, -4.505, 3.158], [7.116, -3.565, 3.149], [7.537, -1.414, 1.973], [5.640, 0.013, 1.204], [1.831, 2.264, 2.066], [2.691, 4.432, 1.225], [4.141, 4.536, -0.800], [4.798, 2.410, -1.918], [4.194, 0.224, -0.935], [-0.829, 1.722, 2.183], [-0.954, 1.553, 1.023]], "forces_ev_per_a": [[0.163, -0.183, 3.030], [-0.596, -1.747, -0.532], [-1.998, -0.597, -1.881], [-0.033, -0.333, -0.219], [-0.203, -0.127, -0.276], [1.711, 0.557, -0.751], [2.198, -0.295, -1.662], [-0.895, 0.246, -0.004], [-0.119, 0.683, -0.423], [-0.471, 0.035, -0.046], [0.366, -0.025, -0.502], [0.214, 0.415, -0.383], [0.072, -0.334, 0.232], [-0.374, 0.215, -0.163], [-0.345, 0.443, 0.415], [-0.217, 0.171, 0.314], [-0.479, 0.387, 0.355], [-0.737, -0.077, 0.775], [0.125, -0.134, 0.478], [0.090, -0.274, -0.245], [0.169, 0.034, -0.301], [0.020, 0.089, 0.059], [0.135, -0.024, -0.115], [-0.198, 0.060, -0.484], [0.089, -0.229, 0.018], [1.321, 0.670, 0.659], [0.364, 1.352, 0.138], [-1.384, 0.134, 0.511], [0.360, -0.524, -0.578], [-0.856, -0.574, 0.070], [0.508, 0.433, 0.437], [-0.059, -0.038, -0.165], [0.165, 0.463, -0.142], [-0.133, -0.165, 0.115], [0.423, -0.287, -0.557], [-0.755, 0.351, 1.542], [-0.847, 1.446, -0.319], [0.727, -0.484, -0.246], [0.577, 0.560, -0.282], [0.837, -0.658, 0.024], [-1.693, -0.253, 0.108], [-0.149, -0.189, -0.609], [0.213, 0.254, 0.080], [-0.082, 0.055, 0.018], [-0.283, 0.241, -0.410], [-0.040, 0.058, 0.091], [-0.243, -0.172, 0.141], [-0.190, 0.144, -0.153], [0.280, -0.395, 0.087], [-0.259, 0.009, 0.076], [-0.157, -0.145, 0.330], [-0.015, -0.132, -0.064], [-0.060, -0.002, 0.241], [0.343, 0.177, -0.423], [0.152, -0.195, 0.662], [0.073, -0.146, 0.367], [0.102, 0.241, 0.093], [0.078, 0.365, -0.230], [0.062, -0.015, -0.096], [-0.158, -0.373, 0.056], [-0.173, -0.077, -0.349], [0.165, -0.857, 0.270], [0.553, -0.293, 0.157], [0.415, 0.220, -0.161], [-0.098, 0.204, -0.307], [0.274, -0.003, 0.089], [0.059, 0.032, 0.043], [-0.166, 0.129, -0.211], [-0.116, 0.050, 0.133], [-0.029, -0.478, 0.235], [0.492, 0.169, -0.303], [-0.010, -0.208, -0.196], [-0.124, -0.404, 0.130], [0.045, -0.050, 0.045], [0.012, 0.253, 0.083], [-0.214, -0.393, -1.947], [1.007, 0.546, 3.033]], "total_charge": 2, "e_tot_ev": -61456.528, "spin_multiplicity": 5, "homo_energy_ha": [-0.441, -0.522], "e_lumo_ev": [-6.018, -8.653]}

---

Entry 2:
{"formula": "C36H37NP2PtSe", "method": "ωB97M-V/def2-TZVPD", "elements": ["Pt", "C", "C", "C", "C", "C", "C", "C", "C", "C", "H", "H", "H", "H", "H", "H", "H", "H", "H", "H", "H", "H", "H", "H", "H", "P", "P", "C", "C", "C", "C", "C", "C", "C", "C", "C", "C", "C", "C", "C", "C", "C", "C", "C", "C", "C", "C", "C", "C", "C", "C", "C", "C", "H", "H", "H", "H", "H", "H", "H", "H", "H", "H", "H", "H", "H", "H", "H", "H", "H", "H", "H", "H", "H", "H", "Se", "C", "N"], "xyz": [[-3.635, 1.475, 1.961], [-3.523, 3.952, 3.413], [-2.574, 3.238, 2.634], [-1.211, 2.878, 3.254], [-0.959, 1.363, 3.538], [-2.248, 0.573, 3.493], [-3.381, 1.020, 4.241], [-3.355, 2.179, 5.207], [-3.940, 3.548, 4.756], [-4.790, 0.079, 1.149], [-3.905, 4.893, 2.993], [-2.414, 3.709, 1.641], [-1.002, 3.527, 4.124], [-0.445, 3.193, 2.525], [-0.200, 1.046, 2.796], [-0.450, 1.258, 4.519], [-2.127, -0.478, 3.217], [-4.144, 0.242, 4.393], [-2.389, 2.355, 5.703], [-4.055, 1.837, 5.980], [-5.048, 3.504, 4.877], [-3.684, 4.357, 5.470], [-5.463, 0.603, 0.439], [-5.377, -0.332, 1.996], [-4.202, -0.714, 0.653], [1.815, 0.259, -2.476], [1.489, -2.409, -1.683], [2.990, -0.263, -1.213], [3.050, -1.626, -1.145], [2.822, 0.809, -3.929], [4.139, 1.260, -3.741], [4.833, 1.875, -4.788], [4.269, 1.937, -6.066], [3.013, 1.372, -6.294], [2.289, 0.812, -5.236], [1.018, 1.680, -1.688], [0.150, 1.338, -0.633], [-0.465, 2.345, 0.104], [-0.224, 3.695, -0.198], [0.658, 4.027, -1.240], [1.291, 3.026, -1.991], [2.149, -4.014, -2.329], [2.944, -3.884, -3.489], [3.787, -4.919, -3.902], [3.779, -6.144, -3.219], [2.891, -6.340, -2.158], [2.057, -5.288, -1.732], [0.650, -2.956, -0.164], [-0.604, -3.586, -0.258], [-1.102, -4.272, 0.854], [-0.392, -4.261, 2.060], [0.779, -3.496, 2.179], [1.289, -2.810, 1.077], [3.544, 0.444, -0.591], [3.922, -2.231, -0.914], [4.621, 1.151, -2.771], [5.817, 2.309, -4.606], [4.808, 2.423, -6.879], [2.601, 1.373, -7.302], [1.302, 0.386, -5.409], [-0.012, 0.287, -0.379], [-1.166, 2.071, 0.901], [-0.741, 4.485, 0.358], [0.854, 5.081, -1.464], [1.995, 3.297, -2.778], [2.914, -2.933, -4.024], [4.469, -4.759, -4.741], [4.450, -6.943, -3.525], [2.864, -7.306, -1.637], [1.356, -5.456, -0.913], [-1.151, -3.583, -1.202], [-2.019, -4.856, 0.771], [-0.740, -4.867, 2.900], [1.321, -3.484, 3.126], [2.208, -2.226, 1.154], [-8.197, 2.946, 3.101], [-6.500, 2.586, 2.704], [-5.365, 2.331, 2.445]], "forces_ev_per_a": [[0.686, 0.065, 0.969], [1.449, -0.520, -1.608], [0.600, 3.555, 0.554], [0.640, -0.309, 0.348], [0.533, 0.874, -0.065], [-0.447, 0.396, 0.512], [1.406, -1.322, -0.704], [-0.891, 0.295, 0.711], [-0.205, -0.201, 0.813], [-0.434, -1.662, -0.833], [-0.588, -0.789, -0.027], [-0.196, -0.044, 0.653], [-0.272, -0.510, -0.131], [-0.433, -0.048, 0.267], [-0.674, -0.335, 0.284], [-0.430, -0.136, -0.324], [-0.411, 0.269, 0.079], [0.163, 0.659, -0.071], [-0.097, -0.384, -0.436], [0.372, 0.201, 0.213], [0.568, 0.174, -0.665], [0.201, -0.413, -0.167], [0.308, -0.530, 0.280], [0.129, 0.036, -0.655], [-0.548, 0.181, 0.042], [-1.173, 0.464, -1.101], [-0.701, -1.633, -1.199], [-0.085, -1.070, 0.137], [-0.340, 0.887, -0.519], [0.718, 0.485, 0.413], [-0.096, 0.367, -0.516], [-0.059, -0.256, -0.032], [-0.108, -0.042, 0.313], [0.086, -0.064, 0.179], [0.088, 0.131, 0.537], [0.694, 0.719, 0.050], [0.211, 0.553, -0.150], [-0.050, 0.152, -0.177], [0.137, -0.251, -0.328], [-0.147, -0.065, 0.073], [-0.655, -0.039, 0.711], [0.398, -0.620, -0.040], [0.132, -0.172, 0.462], [-0.251, -0.019, 0.173], [-0.164, 0.307, 0.002], [-0.291, 0.319, -0.048], [0.465, 0.127, -0.162], [0.518, 0.346, 0.576], [0.498, -0.114, 0.311], [0.201, 0.093, 0.051], [0.204, 0.110, -0.147], [-0.244, -0.095, 0.094], [-0.481, -0.688, 0.024], [0.609, -0.275, -0.504], [-0.081, 0.155, 0.943], [-0.159, 0.208, -0.124], [-0.203, -0.191, -0.067], [-0.116, -0.152, 0.177], [0.016, -0.011, 0.279], [0.144, 0.143, 0.041], [-0.067, 0.248, -0.133], [0.324, 0.067, -0.466], [0.281, -0.284, -0.201], [-0.074, -0.391, 0.079], [-0.195, -0.159, 0.142], [0.233, -0.195, 0.098], [-0.298, -0.114, 0.198], [-0.124, 0.152, 0.062], [-0.065, 0.457, -0.278], [0.296, 0.094, -0.040], [0.222, -0.100, 0.171], [0.169, 0.248, 0.028], [0.079, 0.305, -0.244], [-0.197, 0.066, -0.212], [-0.217, -0.287, 0.022], [0.452, 0.021, -0.023], [1.889, -0.671, -0.498], [-3.849, 1.238, 0.824]], "total_charge": 0, "e_tot_ev": -126585.129, "spin_multiplicity": 3, "de_lowest_kcal_mol": 15.86, "homo_energy_ha": [-0.246, -0.246], "e_lumo_ev": [-0.724, -1.547]}

---

Entry 3:
{"formula": "C36H38AsBF4N2O2PPdS2", "method": "ωB97M-V/def2-TZVPD", "elements": ["Pd", "C", "N", "C", "C", "C", "C", "C", "N", "C", "C", "C", "C", "C", "C", "H", "H", "H", "H", "H", "H", "H", "H", "H", "H", "H", "C", "C", "C", "O", "P", "S", "S", "O", "C", "C", "C", "H", "H", "H", "H", "H", "H", "H", "H", "H", "H", "H", "H", "H", "H", "F", "B", "F", "F", "F", "C", "C", "C", "C", "C", "C", "As", "C", "C", "C", "C", "C", "C", "C", "C", "C", "C", "C", "C", "H", "H", "H", "H", "H", "H", "H", "H", "H", "H", "H", "H", "H"], "xyz": [[-0.586, -1.195, 0.251], [-2.158, 1.651, -1.201], [-1.053, 0.715, -1.128], [-0.188, 0.714, -2.065], [0.804, -0.325, -2.142], [1.884, -0.532, -2.991], [2.416, -1.790, -2.656], [1.629, -2.292, -1.625], [0.651, -1.416, -1.324], [-2.056, 2.790, -0.213], [-2.676, 4.001, -0.506], [-2.635, 5.061, 0.388], [-1.967, 4.924, 1.597], [-1.342, 3.723, 1.896], [-1.383, 2.665, 0.997], [-3.073, 1.079, -1.019], [-2.238, 2.075, -2.210], [-0.212, 1.471, -2.856], [2.227, 0.141, -3.761], [3.253, -2.290, -3.117], [1.708, -3.236, -1.109], [-3.201, 4.112, -1.448], [-3.124, 5.994, 0.139], [-1.936, 5.747, 2.301], [-0.830, 3.604, 2.843], [-0.902, 1.726, 1.237], [-0.115, -3.446, 5.770], [0.369, -3.661, 4.348], [0.179, -5.087, 3.860], [-0.213, -2.666, 3.472], [-1.662, -2.721, 2.776], [-3.090, -3.423, 3.876], [-1.966, -0.842, 2.083], [-1.247, -3.601, 1.476], [-2.251, -4.237, 0.609], [-2.569, -5.618, 1.149], [-1.645, -4.315, -0.775], [0.451, -4.091, 6.447], [-1.175, -3.683, 5.853], [0.037, -2.408, 6.064], [1.435, -3.420, 4.301], [-0.867, -5.382, 3.918], [0.768, -5.755, 4.491], [0.511, -5.199, 2.827], [-3.139, -3.603, 0.596], [-1.660, -6.222, 1.185], [-3.280, -6.104, 0.478], [-3.008, -5.565, 2.143], [-0.859, -5.074, -0.810], [-1.233, -3.357, -1.091], [-2.423, -4.565, -1.496], [-4.880, -2.632, -0.687], [-4.141, -1.779, -1.513], [-2.881, -1.510, -0.880], [-4.800, -0.556, -1.696], [-3.895, -2.395, -2.746], [1.660, 0.703, 6.065], [2.499, -0.289, 5.578], [2.472, -0.632, 4.234], [1.604, 0.020, 3.368], [0.766, 1.015, 3.857], [0.793, 1.357, 5.201], [1.517, -0.382, 1.465], [2.868, -1.744, 1.274], [2.703, -3.105, 1.461], [3.772, -3.957, 1.216], [4.983, -3.441, 0.767], [5.135, -2.079, 0.551], [4.073, -1.219, 0.803], [4.062, 0.242, 0.571], [5.132, 1.003, 0.117], [4.976, 2.369, -0.073], [3.757, 2.985, 0.183], [2.680, 2.233, 0.633], [2.843, 0.874, 0.831], [1.677, 0.961, 7.116], [3.176, -0.805, 6.249], [3.135, -1.403, 3.861], [0.071, 1.513, 3.192], [0.128, 2.125, 5.575], [1.739, -3.493, 1.764], [3.656, -5.024, 1.356], [5.810, -4.109, 0.566], [6.075, -1.696, 0.173], [6.086, 0.537, -0.095], [5.811, 2.958, -0.430], [3.644, 4.050, 0.022], [1.721, 2.706, 0.817]], "forces_ev_per_a": [[0.419, 0.687, 0.297], [0.038, 0.011, 0.015], [-0.037, -0.014, -0.075], [0.010, 0.035, 0.007], [-0.078, -0.062, -0.044], [-0.022, 0.046, -0.007], [-0.018, -0.039, 0.014], [-0.016, -0.016, -0.128], [0.173, 0.086, 0.071], [-0.018, -0.007, -0.021], [-0.003, -0.003, 0.013], [0.001, -0.004, 0.012], [0.004, 0.014, -0.006], [-0.002, -0.026, 0.014], [0.005, 0.048, 0.019], [-0.015, 0.015, -0.019], [-0.013, -0.026, 0.002], [-0.010, -0.028, -0.032], [-0.009, 0.001, -0.010], [0.003, -0.002, 0.003], [0.015, 0.009, 0.005], [-0.002, -0.005, -0.005], [-0.002, -0.002, 0.002], [0.003, 0.002, 0.002], [0.024, 0.014, 0.000], [0.001, -0.060, -0.022], [0.018, -0.047, 0.010], [0.031, 0.057, -0.017], [0.006, 0.024, -0.031], [0.047, 0.024, -0.050], [0.121, -0.152, -0.117], [-0.022, 0.014, -0.021], [0.014, 0.016, -0.028], [-0.098, -0.010, 0.179], [0.016, 0.026, 0.031], [-0.033, 0.018, -0.023], [-0.055, 0.036, -0.019], [0.010, 0.005, 0.013], [0.026, 0.006, 0.004], [0.014, 0.033, -0.001], [0.010, 0.021, -0.002], [-0.044, -0.014, -0.003], [-0.002, -0.001, 0.006], [-0.006, 0.013, 0.023], [0.023, -0.003, -0.011], [0.006, -0.002, 0.007], [-0.004, -0.001, -0.005], [0.002, 0.001, 0.005], [0.022, 0.023, 0.009], [-0.005, 0.041, -0.004], [-0.005, -0.038, 0.004], [-0.018, -0.030, 0.047], [0.009, 0.000, -0.088], [0.139, -0.061, 0.009], [-0.011, 0.040, 0.009], [0.025, -0.012, -0.025], [-0.010, -0.009, -0.005], [-0.006, -0.026, 0.021], [0.047, -0.001, -0.051], [-0.088, 0.069, -0.017], [-0.063, -0.018, -0.030], [0.018, 0.008, 0.014], [-0.423, -0.751, 0.086], [0.091, 0.044, 0.044], [0.049, 0.034, 0.063], [-0.030, -0.004, 0.004], [-0.001, 0.005, -0.005], [0.012, -0.014, -0.008], [-0.030, 0.007, -0.001], [-0.026, 0.006, 0.000], [0.023, 0.009, -0.003], [0.003, -0.007, -0.002], [-0.009, -0.006, -0.002], [-0.019, 0.019, 0.000], [-0.133, 0.033, -0.200], [0.001, 0.000, 0.002], [0.001, 0.000, 0.000], [0.004, -0.033, -0.003], [-0.027, -0.037, 0.030], [-0.004, -0.001, -0.006], [-0.068, -0.033, 0.056], [0.003, 0.004, 0.002], [0.001, -0.004, -0.001], [-0.004, -0.001, -0.002], [0.000, -0.002, -0.002], [0.003, 0.001, 0.000], [-0.005, 0.001, 0.000], [0.005, 0.007, -0.002]], "total_charge": -1, "e_tot_ev": -151860.537, "de_lowest_kcal_mol": 27.81, "homo_energy_ha": [-0.197, -0.197], "e_lumo_ev": [1.535, 1.536]}